# 1
This record from the OMol25 dataset describes the molecule C8H12N2O. The level of theory is the ωB97M-V functional and the def2-TZVPD basis.

Its HOMO energy (spin up / spin down) is -0.2754 / -0.2755 Eh. The value obtained for the energy above the lowest of the compared OMol25 structures with the same formula, charge and spin is 7.665 eV. The value obtained for the orbital gap (spin up / spin down) is 7.709 / 7.717 eV. For the total energy, the calculation gives -496.51089 hartree.

XYZ file:
```
23
Properties=species:S:1:pos:R:3:forces:R:3
C -1.781326 0.978727 -0.800880 3.44 -2.49 -0.03
H 1.801084 3.398881 -0.160034 0.34 1.31 0.04
C 1.519378 2.553984 0.416477 -1.51 0.14 0.72
C -2.154132 -1.301733 0.246143 0.80 2.74 -1.08
N 1.521636 -1.428634 -0.184447 -0.03 -1.64 -0.75
H -2.385812 1.756932 -1.109603 -1.25 1.66 -0.77
H 1.629320 -0.830684 -2.082832 0.25 -0.24 1.58
C -2.557947 -0.071464 -0.095716 -0.08 0.04 0.57
C -0.822903 -1.799394 0.000893 0.10 2.37 0.25
H -2.801697 -1.837872 0.845412 -1.25 -1.50 0.89
C 2.141692 -2.168070 0.730104 -5.33 0.93 -0.16
H -0.836787 -2.811564 0.147752 1.08 -3.02 0.07
H -3.518843 0.234403 0.242702 -0.89 0.07 0.20
H 2.369012 1.952538 0.431149 1.58 -1.30 0.10
C -0.616944 1.556896 0.090045 0.86 0.21 -3.59
H 1.220653 2.755564 1.458591 0.06 0.33 -0.25
H 3.126558 -2.218322 0.845222 3.96 -0.11 -0.03
H -1.315297 0.423422 -1.665437 -0.22 1.08 0.46
H 1.454837 -2.552387 1.521950 0.79 0.55 -0.82
H -1.000261 1.637371 1.049715 0.04 0.54 2.56
N 0.520712 1.925537 -0.376396 -2.81 -0.94 -0.01
O 2.255517 -1.158272 -1.373638 -0.36 0.16 0.31
C 0.231543 -0.995858 -0.177172 0.44 -0.89 -0.24
```
Forces are in eV/Å.

Which charges does Mulliken predict for the atoms? In e, they are: -0.78, 0.34, -0.85, -0.44, 0.42, 0.45, 0.40, -0.29, -0.38, 0.45, -0.61, 0.55, 0.34, 0.29, -0.23, 0.31, 0.35, 0.23, 0.28, 0.44, -0.31, -0.46, -0.50

# 2
This record from the OMol25 dataset describes the molecule C7H13N5O3. The level of theory is the ωB97M-V functional and the def2-TZVPD basis.

Its HOMO energy is -0.3342 Eh. The value obtained for the energy above the lowest of the compared OMol25 structures with the same formula, charge and spin is 5.422 eV. The value obtained for the orbital gap is 7.854 eV. For the total energy, the calculation gives -773.81079 hartree.

XYZ file:
```
28
Properties=species:S:1:pos:R:3:forces:R:3
N -3.315622 -0.687140 0.430086 1.90 0.86 -0.83
O -3.717490 0.865751 2.697015 3.96 -0.91 -3.01
C 1.131419 0.760632 -0.360772 0.21 0.28 0.09
O 3.215521 -0.063699 0.805032 -1.52 0.07 0.49
H -0.356042 0.364895 -2.667689 -1.28 -1.20 -0.06
H 1.016225 -0.354577 -0.622019 0.14 1.74 0.68
N -2.395079 0.201779 0.865802 -1.05 -1.09 -0.77
H 1.580703 -1.484406 1.138919 1.37 0.55 0.19
C -1.098246 -0.506164 -2.572025 0.10 0.26 1.66
C -1.845960 -0.345753 -1.149395 -0.99 0.29 -0.20
N -0.336995 -1.819402 -2.480898 -0.05 0.89 0.89
H -1.854917 -0.505195 -3.438435 1.11 -0.02 1.57
H 2.822435 -1.391441 2.497798 -0.10 0.45 -1.72
C 2.687661 -1.292794 1.356089 0.28 -1.40 0.06
C -2.521345 0.741339 2.260442 -0.21 2.87 8.26
H -0.140307 1.928380 1.061550 -1.08 -1.07 -1.17
H 3.269180 -2.152266 0.841927 -0.88 1.44 0.95
H 1.572460 1.274741 -1.301030 -0.96 -0.88 1.45
H -0.435402 2.309942 -0.732460 -0.35 -1.51 1.33
H 1.776403 1.142052 1.849359 0.40 -0.35 -1.38
H 0.676722 -1.620999 -2.446500 -0.79 -0.13 -0.18
H -0.548354 -2.246973 -1.553836 0.14 0.21 -1.16
C 2.241246 1.004016 0.812956 -0.27 0.10 -0.61
C -0.297469 1.453986 0.035394 2.23 1.23 -0.84
N -3.050790 -1.095135 -0.839683 4.44 4.22 2.08
O -1.418627 1.037960 3.028334 -3.86 -1.82 -5.49
N -1.445555 0.510959 -0.048513 -2.31 -3.64 -2.84
H 2.788225 1.969512 0.532552 -0.60 -1.45 0.56
```
Forces are in eV/Å.

Which charges does Mulliken predict for the atoms? In e, they are: -0.32, -0.58, -0.12, -0.35, 0.18, 0.00, 0.59, 0.20, -0.21, 0.14, -0.64, 0.32, 0.26, -0.59, 0.43, 0.54, 0.24, 0.30, 0.16, 0.36, 0.33, 0.30, -0.56, -0.59, -0.37, -0.62, 0.30, 0.30

# 3
This record from the OMol25 dataset describes C39H40AsCaClN6O10S2 as an isolated structure. The level of theory is the ωB97M-V functional and the def2-TZVPD basis.

Its HOMO energy is -0.0798 Eh. The value obtained for the energy above the lowest of the compared OMol25 structures with the same formula, charge and spin is 0.000 eV. The net charge is -2. The value obtained for the orbital gap is 6.032 eV. For the total energy, the calculation gives -6761.07441 hartree.

XYZ file:
```
100
Properties=species:S:1:pos:R:3:forces:R:3
Cl -3.512267 1.286280 2.432273 0.22 0.01 -0.68
C -3.293352 0.276723 -3.359835 -0.11 -0.05 -0.07
H 4.598150 -0.578098 2.948375 0.00 0.00 0.00
H 1.582500 -0.964935 -2.357862 -0.03 0.01 0.02
N 1.547942 2.666827 -1.406596 -0.21 0.20 -0.11
H 4.859283 1.557419 -2.648925 -0.01 0.01 0.00
H 2.488656 -2.214703 -3.221810 0.00 0.00 0.01
H 0.587984 -4.940449 1.423459 0.01 0.00 0.01
H 4.318700 4.075498 -1.791628 -0.01 -0.01 0.00
H -1.379865 5.893503 -0.071447 0.00 0.01 0.00
S 0.281306 0.061930 1.971620 0.20 -0.26 0.21
H -1.101205 -4.892314 -3.217745 0.01 -0.01 -0.01
O -4.601451 -2.626006 -1.253381 -0.08 -0.08 -0.02
O -4.827635 1.073899 1.868713 0.18 0.08 0.31
C 0.793583 3.846252 -1.625561 0.20 -0.19 -0.06
H 4.631770 -4.438979 0.294819 -0.01 -0.01 0.01
N -0.268203 -2.522763 0.582092 -0.05 -0.37 0.03
H -1.080378 -2.810012 -1.863158 0.02 -0.07 0.04
C 2.779145 2.718316 -1.136599 0.04 -0.20 -0.02
H 1.622686 4.471811 -4.879686 -0.03 -0.05 -0.01
O -4.184893 0.154825 -1.147544 0.19 -0.61 -0.11
H -0.288771 1.002402 6.618397 0.01 0.00 0.00
C -0.790180 6.064777 -2.126870 0.05 -0.03 0.02
H -0.394078 0.169847 4.274906 0.06 -0.01 0.03
H -6.766397 -0.595127 -4.769730 -0.01 0.00 -0.01
H 0.980043 3.498536 1.133511 0.00 0.03 0.04
As -4.608479 -1.371139 0.042439 0.44 0.05 0.06
H 2.599566 3.546165 -3.734671 0.00 0.05 0.01
C -5.786679 -0.343859 -4.378854 -0.03 -0.03 -0.01
C 0.785281 4.407138 -2.908133 -0.03 -0.01 0.02
O -1.729592 1.616604 -1.730062 0.07 -0.11 -0.39
S -1.658655 0.564818 -2.751479 0.18 0.00 -0.50
O -3.493187 2.450079 3.275011 -0.05 -0.03 -0.09
C -2.002976 -2.291264 7.629564 -0.02 0.02 0.00
C -0.727312 -4.915926 -2.201257 -0.02 0.02 0.01
H 3.550941 -3.793550 -1.837395 0.00 -0.01 0.00
C 1.576554 3.788170 -4.029869 0.04 0.11 0.08
C -0.895201 -0.948236 5.966413 0.01 0.10 -0.18
H 5.556468 2.017677 -1.099597 -0.01 0.00 0.01
H 3.195727 0.285037 2.288758 -0.04 -0.02 -0.02
C -0.022199 3.735876 0.770986 0.04 -0.14 0.02
H -2.253552 -1.406389 9.578154 -0.01 0.00 0.00
C 4.043846 -1.158816 0.960110 0.00 -0.04 0.03
N -0.376407 -0.756555 4.701063 0.04 -0.20 0.08
H -0.225317 -7.004309 -2.256609 -0.01 -0.01 0.00
H 4.821506 0.698789 1.743191 0.01 0.00 -0.02
H -1.419625 6.924401 -2.321118 0.00 0.00 -0.01
C 3.607048 3.968266 -0.968698 -0.03 0.01 0.02
N -0.402712 -1.796578 3.834177 -0.22 0.18 0.05
C -0.768560 0.076045 6.910461 -0.10 0.04 0.07
C -0.278132 -3.776389 -0.138113 0.04 0.42 0.11
C -0.735168 -3.749711 -1.446112 -0.04 0.04 -0.16
H -3.675618 -2.889684 -1.351665 0.07 0.00 -0.04
H 4.183948 3.915078 -0.042181 0.00 0.00 -0.01
H 0.632331 -7.025626 0.071023 0.00 -0.01 -0.01
C 2.582558 -1.357428 -2.554644 -0.07 -0.02 0.02
C -1.873832 -1.277639 8.572259 0.00 -0.02 -0.02
C -0.174372 -1.492979 2.602733 0.11 -0.25 -0.31
C 0.237137 -6.110604 -0.354656 -0.02 0.01 -0.06
C -1.261251 -0.088478 8.192851 0.04 0.00 -0.02
C 4.176675 -0.131076 2.047499 -0.03 -0.01 0.01
H -6.422423 -0.471221 -2.331946 -0.01 0.03 0.01
C 3.494109 1.395949 -0.998657 0.04 0.11 0.12
C -3.484939 0.203256 -4.734966 -0.09 0.04 0.12
O -0.847691 0.866294 -3.905054 0.14 0.12 -0.07
H -0.587708 2.795494 0.801150 0.10 0.21 -0.21
C -0.761893 5.491144 -0.865798 -0.06 -0.03 -0.02
C 0.015035 4.369904 -0.593243 -0.18 -0.04 0.13
H -0.509698 4.405756 1.478576 0.04 0.00 0.05
H -4.880295 -0.157901 -6.324735 0.00 -0.01 -0.01
O -3.016109 -1.543798 0.567113 -1.42 -0.70 0.02
N -0.271664 -2.693848 1.807756 0.28 0.43 0.09
H -2.502899 -3.214919 7.898991 0.01 -0.01 0.00
Ca -1.674010 -0.018466 -0.022872 0.97 0.16 0.97
C -4.352404 0.037596 -2.468117 -0.02 0.29 0.19
C 4.477268 -2.468029 1.132814 0.01 0.00 0.02
O -2.589174 1.523883 1.289648 -0.86 0.55 1.10
H 4.930153 -2.746637 2.078023 0.00 -0.01 0.00
H -1.657796 -2.906565 5.589443 0.02 -0.02 0.01
H 2.968369 4.848203 -0.945103 -0.01 0.02 0.00
C 3.441218 -0.818515 -0.252506 -0.16 0.15 -0.05
C -0.018433 5.516415 -3.139743 0.05 0.05 0.00
H 1.110934 2.856345 -4.345308 -0.09 -0.15 -0.03
N 2.883143 0.467107 -0.403792 0.14 -0.04 -0.02
C 3.709576 -3.053767 -1.060584 -0.01 -0.01 -0.03
C 4.882926 1.307854 -1.584623 -0.02 -0.03 -0.02
H -2.636808 0.392758 -5.377768 0.02 0.00 0.00
C -4.731663 -0.104555 -5.253486 -0.01 0.02 -0.02
H 5.280535 0.302012 -1.464253 0.02 0.00 -0.01
C -1.532414 -2.136612 6.335922 0.05 -0.03 0.09
O -3.078094 0.124516 3.150721 -0.04 0.22 0.06
H -0.033899 5.949873 -4.134099 -0.02 0.00 0.00
C 0.219234 -4.954176 0.407326 0.02 -0.05 0.07
H 3.127283 -0.571612 -3.084763 0.02 0.00 0.00
H -1.157664 0.719956 8.907658 -0.01 0.01 0.00
C 4.309767 -3.417386 0.135611 0.02 0.05 -0.01
C -5.604614 -0.271532 -3.012186 -0.02 -0.02 -0.07
C 3.269910 -1.753520 -1.277783 -0.04 -0.06 0.00
O -1.289518 -0.715837 -2.088952 0.08 0.19 -0.96
C -0.241485 -6.098787 -1.661781 0.02 0.02 0.06
```
Forces are in eV/Å.

These are the Mulliken partial charges, in e, on atoms 1 to 99: 1.60, -0.29, 0.42, 0.22, 0.19, 0.36, 0.44, 0.49, 0.35, 0.39, -0.58, 0.43, -0.63, -0.67, -0.74, 0.41, 1.26, 0.67, 0.68, 0.44, -0.47, 0.37, -0.85, 0.22, 0.35, 0.18, 0.15, 0.18, -0.51, 1.65, -0.59, 1.58, -0.73, -0.50, -1.10, 0.36, -1.20, 0.23, 0.42, 0.18, -0.91, 0.35, 1.27, 0.21, 0.38, 0.22, 0.40, -1.82, -0.73, -0.48, -0.16, -0.14, 0.31, 0.41, 0.37, -1.41, -0.47, 0.29, -0.58, -0.43, -1.30, 0.43, 0.65, -0.39, -0.68, -0.04, -1.07, 1.45, 0.49, 0.37, -0.55, -0.49, 0.32, 1.71, -0.26, -0.94, -0.72, 0.34, 0.42, 0.44, -0.55, -1.02, 0.19, 0.54, -0.93, -1.82, 0.51, -0.71, 0.42, -0.27, -0.53, 0.35, -0.56, 0.27, 0.32, -0.93, -0.30, 1.26, -0.43

# 4
This record from the OMol25 dataset describes C23H43N2OP3PtS as an isolated structure. The level of theory is the ωB97M-V functional and the def2-TZVPD basis.

Its HOMO energy (spin up / spin down) is -0.7117 / -0.7124 Eh. The spin multiplicity is 5. The value obtained for the energy above the lowest of the compared OMol25 structures with the same formula, charge and spin is 0.000 eV. The net charge is +4. The value obtained for the orbital gap (spin up / spin down) is 7.853 / 3.352 eV. For the total energy, the calculation gives -2626.97511 hartree.

XYZ file:
```
74
Properties=species:S:1:pos:R:3:forces:R:3
C -0.705272 2.788788 1.775880 -0.03 -0.28 0.11
H -2.149756 0.477280 -4.282364 0.10 0.38 -0.06
H -1.845078 0.551338 3.619871 0.15 -0.24 0.06
O 2.933541 1.516395 -2.463142 0.50 0.35 1.46
C 3.242634 -1.621313 -0.413024 -0.02 0.23 -0.16
C -2.092340 1.562293 -4.137438 0.07 0.31 0.24
P -0.734641 1.918269 0.169658 -0.46 1.52 -0.27
H -5.816959 -3.741589 -1.390572 0.27 0.11 -0.07
C -2.429742 2.114545 -0.455085 -0.23 -0.08 0.15
H -2.596237 1.474432 -1.328327 0.09 0.25 0.17
H 3.038243 -1.528720 2.440948 -0.16 -0.20 0.02
H -3.720949 -4.992452 -0.853985 -0.07 0.24 -0.10
H 0.865788 2.430370 -1.604665 -0.12 0.17 0.01
H 5.761766 2.859346 -1.864930 -0.05 0.00 -0.18
H 0.379784 -3.990973 0.470411 0.23 0.04 -0.17
P -1.469462 -1.118207 1.901374 -0.66 -0.59 0.49
S -0.873452 -1.115540 -1.694027 0.60 0.56 -0.33
H 1.718079 0.965901 2.042811 0.63 0.34 -0.16
Pt 0.047363 -0.289972 0.268802 -0.99 -0.54 -0.13
C 2.228814 -2.231305 2.204254 -0.12 0.09 0.01
H 3.968600 -1.154992 0.263401 -0.11 -0.11 -0.17
N 4.942458 2.576867 -2.379668 -1.02 -0.62 0.94
C -0.922513 2.194405 -3.961842 -0.09 -0.39 0.06
H -3.292808 0.017054 0.754977 -0.05 -0.24 0.28
C -2.442127 -3.311563 -1.245657 -0.70 -1.26 0.13
H -1.507498 -3.845084 -1.073100 -0.38 -0.02 0.03
H -0.195244 -0.140094 3.734872 -0.25 -0.04 0.11
H 0.026821 1.642025 -3.926404 -0.37 0.26 -0.15
H 3.068077 -0.955012 -1.266448 0.13 -0.22 0.01
H -1.021537 2.130283 2.593220 0.03 0.31 -0.18
C -4.847435 -3.240295 -1.459111 -1.09 -0.49 0.09
C -4.788583 -1.907079 -1.880465 0.82 1.88 -0.57
H 1.414795 -2.091948 2.925651 0.23 -0.11 -0.13
C 4.603390 2.908408 0.512615 -0.43 -0.44 0.11
C -1.400515 -2.912841 2.189809 0.05 0.00 0.01
H -0.861846 3.285725 -3.888290 -0.08 -0.42 -0.07
C 4.386485 2.928399 1.895786 -0.04 -0.02 0.17
C 1.158377 -3.551354 -0.163488 -0.12 -0.13 0.04
H 5.031796 2.453183 -3.375690 0.04 0.08 -0.17
H -2.549019 3.163365 -0.760510 -0.04 -0.26 0.12
H -3.033874 2.126756 -4.184726 0.41 -0.30 -0.09
H 3.647407 -2.578157 -0.769424 -0.04 0.26 0.09
C 3.834096 2.038854 -1.792691 0.72 0.11 -2.19
H 5.028693 3.508167 2.553246 -0.09 -0.08 -0.11
H 0.866865 3.658505 -0.312101 -0.12 -0.07 -0.13
H 0.776849 -3.435365 -1.185276 0.23 -0.07 0.17
C -3.558868 -1.267861 -1.990771 -1.33 0.07 -0.25
C 0.230331 3.007238 -0.922161 0.33 -0.10 -0.19
C -1.252780 -0.369158 3.550530 0.22 0.12 -0.10
H -0.387862 -3.236647 2.456314 -0.32 0.01 0.02
P 1.689093 -1.938890 0.482715 1.03 -1.06 0.20
H -1.600117 -1.076884 4.317184 0.06 0.18 -0.19
H -1.387800 3.648291 1.722044 0.19 -0.14 0.02
H 2.614851 -3.257303 2.289362 -0.03 0.26 0.02
H -3.771440 -0.602876 2.364502 0.00 -0.13 -0.25
C 3.342848 2.210601 2.459572 -0.17 -0.14 -0.33
H 2.008941 0.819454 -0.264052 0.75 0.64 0.19
H -1.736371 -3.449021 1.292555 0.11 0.13 0.30
C -2.384096 -1.950603 -1.613224 -0.45 -0.18 0.17
C -3.678487 -3.944607 -1.151999 2.16 -0.37 0.27
H 3.119375 2.182798 3.523472 0.14 0.10 -0.18
N 2.519533 1.482894 1.650491 0.76 0.45 -0.32
C 3.757615 2.134660 -0.296973 -0.42 -0.01 0.73
C -3.204177 -0.824097 1.449987 -0.12 0.11 -0.07
H -3.461607 -0.249290 -2.364546 -0.27 -0.22 0.07
H -0.459192 3.621225 -1.513570 0.21 -0.10 0.20
C 2.722493 1.439342 0.311879 -0.07 -0.06 0.01
H -2.081473 -3.147595 3.020627 0.15 -0.01 -0.18
H -3.616758 -1.715489 0.961980 0.07 0.18 0.24
H 2.036037 -4.212415 -0.173722 -0.27 0.06 0.01
H -3.160977 1.891379 0.329272 0.10 0.15 -0.19
H -5.697266 -1.362316 -2.138499 0.17 -0.21 0.05
H 0.309512 3.153535 1.977091 -0.27 -0.03 -0.02
H 5.414809 3.476540 0.064804 -0.12 0.03 0.29
```
Forces are in eV/Å.

Which charges does Mulliken predict for the atoms? In e, they are: -1.13, 0.32, 0.52, -0.55, -1.25, -0.59, 0.94, 0.46, -1.02, -0.11, 0.45, 0.50, -0.04, 0.15, 0.36, 0.68, -0.15, -0.17, 0.79, -1.43, 0.39, -0.36, -0.52, 0.03, -0.76, 0.46, 0.33, 0.26, 0.25, 0.10, -0.58, -0.57, 0.36, -0.43, -1.23, 0.35, -0.90, -1.37, 0.30, 0.61, 0.34, 0.62, 0.37, 0.53, 0.48, 0.43, -0.50, -1.04, -1.46, 0.44, 0.79, 0.52, 0.48, 0.48, 0.53, -0.27, 0.55, 0.15, 1.27, -0.37, 0.55, 0.58, -0.04, -1.01, 0.22, 0.53, -0.04, 0.59, 0.28, 0.61, 0.52, 0.51, 0.41, 0.52